{
  "formula": "C2H6AgI3N2O4",
  "method": "ωB97M-V with the def2-TZVPD basis set",
  "homo_energy_ev": [-4.83, -4.60],
  "gap_ha": [0.26852, 0.16514],
  "charge": -1,
  "spin_multiplicity": 2,
  "total_energy_ha": -1530.2501,
  "s2": 0.7643,
  "species": ["Ag", "I", "I", "I", "C", "N", "O", "O", "H", "H", "H", "C", "N", "O", "O", "H", "H", "H"],
  "positions_angstrom": [[0.35070, 0.04925, 0.00234], [1.75725, -2.08346, -1.53214], [-2.30949, 0.94473, 0.60900], [2.29232, 2.12074, 0.24601], [0.65625, -1.79829, 4.42514], [1.10494, -1.64233, 2.97210], [2.05571, -2.30332, 2.57525], [0.59163, -0.83492, 2.20054], [-0.42950, -1.87967, 4.47636], [0.77606, -0.82900, 4.90910], [1.16882, -2.54254, 5.03462], [-1.37114, 2.03805, -3.97714], [-0.84121, 0.85241, -3.24528], [-1.25691, -0.25105, -3.71110], [-0.04276, 1.02724, -2.32874], [-0.58648, 2.50672, -4.57107], [-1.80490, 2.80761, -3.33861], [-2.11130, 1.81787, -4.74641]],
  "lowdin_spin": [0.161, 0.428, 0.054, 0.367, 0.000, 0.000, 0.001, -0.006, 0.000, 0.000, 0.000, 0.000, -0.001, -0.001, -0.004, 0.000, 0.000, 0.000]
}

{
  "formula": "C2H6BFN2O2P",
  "method": "ωB97M-V with the def2-TZVPD basis set",
  "homo_energy_ev": -3.80,
  "gap_ha": 0.27119,
  "charge": -1,
  "de_lowest_ev": 0.5121,
  "total_energy_ha": -805.9201,
  "species": ["N", "P", "B", "C", "O", "N", "C", "O", "F", "H", "H", "H", "H", "H", "H"],
  "positions_angstrom": [[-2.32878, -0.60479, 1.13988], [-1.91728, 0.88893, 0.68814], [-0.06169, 1.07268, 0.19647], [0.45728, -0.02983, -0.85482], [-0.18659, -0.62705, -1.64571], [1.92949, -0.30542, -0.86544], [2.20318, -1.60150, -0.49835], [2.55346, -1.94320, 0.54891], [2.03472, -2.53508, -1.41974], [-3.10028, -0.91383, 0.55325], [-2.77282, 1.39303, -0.33774], [-2.09240, 1.74723, 1.81715], [0.55532, 0.98062, 1.23608], [0.13835, 2.21106, -0.18072], [2.40682, 0.34775, -0.25951]],
  "nbo_charge": [-1.363, 1.142, -0.669, 0.593, -0.578, -0.745, 0.969, -0.580, -0.328, 0.340, -0.091, -0.105, 0.011, 0.010, 0.395]
}